Entry 1:
The following is a quantum chemistry calculation of C10H17N9NiOS5 as an isolated structure in a non-equilibrium geometry, from the OMol25 dataset.

```
43
C10H17N9NiOS5 (ωB97M-V/def2-TZVPD)
Ni -1.160 -0.103 0.961
O -1.366 3.314 6.791
C -1.423 2.665 5.774
S -0.708 1.059 5.578
C -1.173 0.829 3.903
C -1.853 1.793 3.327
S -2.416 1.717 1.662
S -2.222 3.211 4.292
S -0.715 -0.654 3.089
C 1.181 4.317 -1.201
C 2.035 3.150 -0.859
N 3.306 3.070 -1.033
N 3.602 1.795 -0.606
C 2.562 1.058 -0.191
S 2.550 -0.536 0.272
N 1.532 1.963 -0.338
N 0.190 1.749 0.025
H 1.811 5.126 -1.560
H 0.616 4.659 -0.332
H 0.467 4.054 -1.984
H 4.551 1.474 -0.611
H -0.079 2.320 0.816
H -0.380 2.020 -0.763
C 0.694 -3.971 -2.236
N 0.053 -3.690 -0.955
C 0.578 -4.403 0.207
C -0.542 -2.486 -0.718
N -0.749 -1.973 0.429
N -0.991 -1.829 -1.864
C -1.769 -0.693 -1.903
N -2.101 -0.323 -3.181
N -2.100 -0.053 -0.847
H 0.975 -5.018 -2.253
H 1.595 -3.373 -2.396
H 0.014 -3.831 -3.077
H 0.840 -5.411 -0.101
H -0.185 -4.487 0.980
H 1.465 -3.919 0.628
H -0.361 -2.491 1.200
H -0.664 -2.171 -2.744
H -2.123 -1.029 -3.897
H -2.821 0.372 -3.265
H -2.718 0.726 -1.017
```

HOMO energy (alpha / beta): -6.335 / -6.337 eV
ΔE to the lowest compared entry with this formula, charge and spin: 159.7 kJ/mol
DFT total energy: -4458.5998 hartree
gap between HOMO and LUMO (alpha / beta): 5.947 / 5.953 eV
molecular weight: 498.34 g/mol

Here are the Löwdin charges for atoms 1 to 5, given in e: 0.007, -0.076, -1.031, 0.953, -1.151

---

Entry 2:
The following is a quantum chemistry calculation of C10H17NO2Pd as an isolated structure in a non-equilibrium geometry, from the OMol25 dataset.

```
31
C10H17NO2Pd (ωB97M-V/def2-TZVPD)
C -1.373 1.815 -0.345
C -1.159 -1.441 -0.651
C -0.008 1.286 -0.736
H -1.726 2.557 -1.074
C 0.096 -1.547 -1.237
H -1.453 -2.272 -0.001
H 0.775 2.008 -0.451
H 0.654 -2.466 -1.045
C 0.208 0.821 -2.166
H 1.046 1.430 -2.544
H -0.663 1.071 -2.784
C -2.411 0.706 -0.104
H -3.422 1.124 -0.183
H -2.279 0.353 0.930
C -2.266 -0.502 -1.048
H -2.166 -0.188 -2.092
H -3.198 -1.083 -0.956
C 0.609 -0.661 -2.333
H 0.285 -1.028 -3.320
H 1.708 -0.723 -2.328
Pd 0.291 -0.290 0.622
H -1.199 2.312 0.624
N 1.849 0.558 1.726
C 2.342 -0.285 2.825
C 1.437 -1.514 3.023
O 1.671 -2.195 4.020
O 0.511 -1.743 2.134
H 2.603 0.767 1.075
H 1.521 1.451 2.094
H 3.354 -0.632 2.578
H 2.363 0.309 3.746
```

HOMO energy (alpha / beta): -6.180 / -8.688 eV
<S²>: 2.01
multiplicity: 3
ΔE to the lowest compared entry with this formula, charge and spin: 0.0 kJ/mol
DFT total energy: -724.2299 hartree
gap between HOMO and LUMO (alpha / beta): 6.434 / 6.386 eV
molecular weight: 289.67 g/mol

Here are the Löwdin charges for atoms 1 to 5, given in e: -0.229, -0.198, -0.300, 0.116, -0.205

---

Entry 3:
The following is a quantum chemistry calculation of C10H17NO3Si in the gas phase in a non-equilibrium geometry, from the OMol25 dataset.

```
32
C10H17NO3Si (ωB97M-V/def2-TZVPD)
C 0.174 -0.812 3.053
C 0.760 1.329 2.933
C 0.052 -0.883 1.666
C 0.617 1.332 1.560
C 0.110 0.240 0.866
C -0.044 -2.304 1.082
C 1.243 2.595 0.911
C -0.711 1.506 -1.176
C -1.711 -0.502 -0.582
C -0.331 0.136 -0.574
N 0.502 0.257 3.742
O -0.019 -1.977 -2.500
O 2.258 -1.396 -1.050
O 1.519 0.160 -2.945
Si 0.928 -0.779 -1.771
H 0.144 -1.707 3.761
H 1.102 2.207 3.538
H 0.280 -2.174 -0.028
H 0.478 -3.111 1.602
H -1.081 -2.481 1.083
H 1.721 3.011 1.823
H 1.797 2.407 -0.048
H 0.416 3.221 0.657
H -1.466 1.482 -1.867
H -1.101 2.195 -0.451
H 0.186 2.085 -1.661
H -2.214 -0.447 -1.565
H -1.610 -1.577 -0.537
H -2.317 -0.108 0.365
H -0.852 -1.567 -2.675
H 2.232 -1.456 -0.062
H 1.358 -0.109 -3.801
```

HOMO energy (alpha / beta): -5.094 / -9.244 eV
<S²>: 2.02
multiplicity: 3
DFT total energy: -961.1484 hartree
gap between HOMO and LUMO (alpha / beta): 5.556 / 6.383 eV
molecular weight: 227.34 g/mol

Here are the Löwdin charges for atoms 1 to 5, given in e: -0.115, -0.106, -0.194, -0.186, -0.202

---

Entry 4:
The following is a quantum chemistry calculation of C10H17NO4 in the gas phase in a non-equilibrium geometry, from the OMol25 dataset.

```
32
C10H17NO4 (ωB97M-V/def2-TZVPD)
C -1.513 2.449 2.074
C -2.799 2.408 1.272
O -3.275 3.386 0.866
O -3.360 1.183 1.110
C -3.369 0.700 -0.236
C -2.353 -0.457 -0.361
C -0.952 0.114 -0.634
C 0.081 -0.306 0.395
O -0.150 -0.912 1.337
O 1.350 0.166 0.131
C 2.006 -0.641 -0.874
C 2.587 0.272 -1.964
C 3.063 -1.515 -0.148
C 2.455 -2.882 0.131
N 2.363 -3.400 1.258
H -1.445 1.535 2.653
H -0.653 2.509 1.418
H -1.546 3.321 2.710
H -3.065 1.461 -0.949
H -4.353 0.365 -0.546
H -2.652 -1.020 -1.243
H -2.401 -1.066 0.531
H -0.607 -0.275 -1.585
H -0.928 1.195 -0.648
H 1.306 -1.331 -1.337
H 3.634 0.084 -2.156
H 2.507 1.294 -1.614
H 2.005 0.138 -2.864
H 3.984 -1.610 -0.713
H 3.244 -1.036 0.807
H 2.069 -3.383 -0.753
H 2.764 -2.746 1.932
```

HOMO energy: -9.970 eV
ΔE to the lowest compared entry with this formula, charge and spin: 23.2 kJ/mol
DFT total energy: -746.9103 hartree
gap between HOMO and LUMO: 10.610 eV
molecular weight: 215.25 g/mol

Here are the Löwdin charges for atoms 1 to 5, given in e: 0.033, -0.568, 0.164, -0.005, -0.168

---

The lowest DFT total energy belongs to which entry? C10H17N9NiOS5

---

What is the molecular weight in the second record? 289.67 g/mol

---

Among the records above, which one has the lowest molecular weight? C10H17NO4

---

DFT total energy of number 4 (C10H17NO4)? -746.9103 hartree